Entry 1:
This record from the Open Molecules 2025 dataset describes a structure of composition C34H49BrIrN6Se2Si. The level of theory is the ωB97M-V functional and the def2-TZVPD basis.

The energy is -256405.263 eV. The LUMO energy (alpha / beta) is -11.2 / -13.1 eV. As for the HOMO-LUMO gap (alpha / beta): 6.6 / 5.2 eV. For the HOMO energy (alpha / beta), the calculation gives -0.65463 / -0.67276 Eh. For the relative energy (zero: lowest compared OMol25 entry of this formula, charge and spin), the calculation gives 0.000 eV. As for the charge: +4. Its expectation value of S² is 8.78. The spin multiplicity is 6.

Geometry (Å):
Ir: -0.1246 0.1618 0.7512
C: 4.2697 -0.4175 1.6684
C: 2.8891 -0.4881 1.8379
N: 2.1076 0.5165 1.4564
C: 2.6955 1.6013 0.9305
C: 4.0663 1.6300 0.7308
N: 4.8508 0.6223 1.0929
C: 1.7825 2.6964 0.5317
C: 2.1772 4.0214 0.4093
C: 1.2490 4.9760 -0.0004
C: -0.0502 4.5537 -0.2697
C: -0.3875 3.2183 -0.0920
N: 0.5204 2.3230 0.3056
C: -1.7223 2.6473 -0.3961
C: -2.8261 3.3920 -0.7822
N: -3.9628 2.8253 -1.1686
C: -4.0052 1.5032 -1.1839
C: -2.9336 0.7332 -0.7358
N: -1.8092 1.3091 -0.3292
C: 1.6392 6.4145 -0.1622
C: 2.9624 6.7606 -0.4397
C: 3.3140 8.0998 -0.6132
N: 2.3101 8.9194 -0.4837
C: 1.0457 8.7582 -0.2170
C: 0.6811 7.4222 -0.0447
H: 4.9097 -1.2284 1.9925
H: 2.4128 -1.3516 2.2827
H: 4.5480 2.4709 0.2485
H: 3.1903 4.2904 0.6688
H: -0.7871 5.2394 -0.6593
H: -2.8099 4.4737 -0.7791
H: -4.9106 1.0372 -1.5517
H: -2.9722 -0.3480 -0.7200
H: 3.7503 6.0310 -0.5608
H: 4.3055 8.4691 -0.8439
H: 0.3823 9.6111 -0.1401
H: -0.3502 7.2272 0.2174
C: -0.1545 0.1210 4.5074
Se: -0.8565 1.2527 3.0918
C: -2.7512 0.8149 3.1556
C: -3.0108 -0.6716 3.3112
Se: -1.8363 -1.7423 2.1701
C: -3.1681 -2.6074 1.0504
H: -0.6671 0.3858 5.4303
H: 0.9002 0.3698 4.6001
H: -0.2722 -0.9356 4.2823
H: -3.1528 1.2015 2.2181
H: -3.1865 1.3863 3.9768
H: -4.0422 -0.9117 3.0561
H: -2.8270 -1.0114 4.3289
H: -3.8817 -1.8890 0.6574
H: -3.6787 -3.3346 1.6779
H: -2.6387 -3.1171 0.2485
C: 0.7234 -8.0002 -1.9590
C: 0.7116 -6.4486 -1.9586
C: -0.7389 -5.9275 -1.9194
C: 1.3406 -5.9130 -3.2552
Si: 1.6907 -6.0517 -0.4229
Br: 0.3268 -2.0116 -0.2338
C: 0.9461 -6.3716 1.2665
C: 1.2771 -5.2774 2.2956
C: 1.5770 -7.7245 1.6906
C: -0.5790 -6.5351 1.2506
C: 3.5188 -5.6658 -0.5703
C: 3.7499 -4.4242 -1.4546
C: 4.1508 -6.9290 -1.2073
C: 4.2293 -5.4030 0.7651
H: 0.1872 -8.3434 -2.8469
H: 0.2155 -8.4280 -1.0940
H: 1.7292 -8.4192 -2.0158
H: -1.1798 -6.0888 -2.9045
H: -0.7903 -4.8541 -1.7206
H: -1.3628 -6.4487 -1.2037
H: 0.7330 -6.2685 -4.0898
H: 2.3510 -6.2712 -3.4322
H: 1.3361 -4.8243 -3.2968
H: 2.3397 -5.1456 2.4588
H: 0.8411 -5.5786 3.2508
H: 0.8356 -4.3152 2.0189
H: 2.6644 -7.7054 1.7364
H: 1.2769 -8.5450 1.0376
H: 1.2161 -7.9633 2.6936
H: -1.0902 -5.6216 0.9443
H: -0.9033 -6.7780 2.2646
H: -0.9084 -7.3510 0.6122
H: 3.4183 -4.5528 -2.4784
H: 4.8243 -4.2306 -1.4871
H: 3.2687 -3.5325 -1.0449
H: 3.7410 -7.1777 -2.1825
H: 4.0648 -7.8055 -0.5628
H: 5.2170 -6.7374 -1.3468
H: 3.9299 -4.4502 1.2004
H: 5.3024 -5.3497 0.5714
H: 4.0840 -6.1867 1.5029


Entry 2:
This record from the Open Molecules 2025 dataset describes a structure of composition C34H49Cl2N2OP3PtS in a non-equilibrium geometry. The level of theory is the ωB97M-V functional and the def2-TZVPD basis.

The energy is -108056.305 eV. The LUMO energy (alpha / beta) is -4.5 / -9.2 eV. As for the HOMO-LUMO gap (alpha / beta): 5.0 / 3.4 eV. For the HOMO energy (alpha / beta), the calculation gives -0.34803 / -0.46245 Eh. As for the charge: +2. Its expectation value of S² is 6.03. The spin multiplicity is 5.

Geometry (Å):
P: 1.3967 1.0622 -3.5631
C: 3.0739 1.2607 -4.3323
C: 3.5290 0.6088 -5.4940
H: 2.8817 -0.0925 -6.0244
C: 4.8185 0.8558 -5.9850
H: 5.1510 0.3562 -6.8967
C: 5.6766 1.7318 -5.3151
H: 6.6812 1.9202 -5.6987
C: 5.2417 2.3631 -4.1432
H: 5.9060 3.0454 -3.6113
C: 3.9589 2.1240 -3.6495
H: 3.6244 2.6089 -2.7297
C: 0.7388 -0.3161 -4.6087
C: 1.0529 -1.6201 -4.1681
H: 1.6464 -1.7474 -3.2594
C: 0.6273 -2.7340 -4.8916
H: 0.8935 -3.7342 -4.5483
C: -0.1343 -2.5710 -6.0548
H: -0.4665 -3.4451 -6.6185
C: -0.4696 -1.2851 -6.4862
H: -1.0671 -1.1496 -7.3897
C: -0.0445 -0.1609 -5.7662
H: -0.3254 0.8348 -6.1137
C: 0.5294 2.5008 -4.3533
C: 1.0539 3.3095 -5.3794
H: 2.0571 3.1269 -5.7694
C: 0.2927 4.3583 -5.9135
H: 0.7082 4.9686 -6.7172
C: -0.9880 4.6253 -5.4228
H: -1.5799 5.4419 -5.8407
C: -1.5066 3.8427 -4.3844
H: -2.5057 4.0441 -3.9955
C: -0.7506 2.8037 -3.8397
H: -1.1492 2.2171 -3.0074
Pt: 0.1048 -0.6936 2.5531
C: -1.6710 -1.4579 1.9512
C: -2.0648 -1.6083 0.6743
H: -2.3255 -1.7877 2.7689
C: -1.1785 -1.0568 -0.4306
O: -1.9415 -0.0604 -1.1430
H: -1.3983 0.3279 -1.8550
C: 0.0156 -0.4642 0.1796
H: -0.9102 -1.8598 -1.1391
C: 0.9622 0.2523 0.5324
Cl: -0.4920 -1.7910 4.6194
Cl: 2.3016 0.1758 3.4128
P: 1.4593 -2.5952 2.3625
C: 2.3896 -3.0684 3.8596
H: 1.6790 -3.2701 4.6674
H: 3.0285 -2.2289 4.1516
H: 2.9983 -3.9556 3.6477
C: 0.4813 -4.0675 1.9370
H: -0.0072 -3.9126 0.9688
H: -0.2834 -4.2216 2.7051
H: 1.1392 -4.9432 1.8781
C: 2.7359 -2.4925 1.0706
H: 3.3905 -1.6406 1.2806
H: 2.2602 -2.3523 0.0949
H: 3.3187 -3.4227 1.0665
P: -3.7028 -2.3226 0.2757
C: -4.2986 -3.2358 1.6955
C: -3.4670 -3.4092 -1.1339
H: -4.4222 -2.5541 2.5470
H: -3.5858 -4.0283 1.9613
H: -5.2677 -3.6843 1.4371
H: -3.0505 -2.8387 -1.9737
H: -4.4417 -3.8283 -1.4136
H: -2.7824 -4.2220 -0.8591
C: -4.8132 -0.9803 -0.1471
H: -4.9697 -0.3548 0.7408
H: -5.7695 -1.4027 -0.4804
H: -4.3524 -0.3788 -0.9404
H: 1.7820 0.9539 0.5098
C: -0.4770 4.3345 6.5690
C: -1.6370 3.3681 6.6333
N: -1.7801 2.4256 5.4847
C: -0.7632 1.7990 4.8390
S: -0.9302 1.5481 3.1464
N: 0.3248 1.4349 5.5299
C: 0.3412 1.1653 6.9869
C: -0.7569 0.2603 7.4869
H: 0.4852 3.8365 6.4204
H: -0.4385 4.8923 7.5119
H: -0.6344 5.0604 5.7643
H: -1.6151 2.7623 7.5447
H: -2.5782 3.9356 6.6456
H: -2.5657 2.6208 4.8638
H: 1.0500 0.9521 4.9667
H: 1.3226 0.7137 7.1872
H: 0.3163 2.1341 7.4983
H: -0.6516 -0.7308 7.0384
H: -0.6660 0.1599 8.5736
H: -1.7490 0.6536 7.2470


Entry 3:
This record from the Open Molecules 2025 dataset describes a cluster of 3 separate species, C34H49F18N4O9 in total in a non-equilibrium geometry. The level of theory is the ωB97M-V functional and the def2-TZVPD basis.

The energy is -109346.985 eV. The LUMO energy is -3.0 eV. As for the HOMO-LUMO gap: 9.1 eV. For the HOMO energy, the calculation gives -0.44567 Eh. As for the charge: +1.

Geometry (Å):
C: 0.9087 -4.8718 2.3455
C: 0.6917 -4.3049 0.9478
O: -0.5485 -3.6038 0.9291
C: -0.8993 -3.1088 -0.3427
C: -1.1903 -1.5911 -0.3466
C: -0.2069 -0.6552 -1.1333
C: 1.2075 -1.2263 -1.3049
C: 2.0575 -0.2192 -2.0755
F: 1.4607 -0.0842 -3.2981
F: 1.9854 1.0030 -1.4916
C: 3.5363 -0.6861 -2.3498
F: 3.7818 -0.5296 -3.6635
F: 3.6119 -2.0220 -2.1147
C: 4.7124 0.0275 -1.5940
F: 4.4679 1.3288 -1.3618
F: 5.7738 -0.0192 -2.4313
C: 5.2569 -0.6213 -0.2804
F: 5.8711 -1.7848 -0.5363
F: 6.2150 0.2262 0.1748
C: 4.2250 -0.8336 0.8616
F: 3.7301 -2.0878 0.6970
F: 3.1773 0.0097 0.7818
C: 4.8375 -0.8160 2.2954
F: 3.9614 -1.5151 3.0589
F: 5.9937 -1.4984 2.3281
C: 4.9613 0.6122 2.9432
F: 4.8643 1.5949 2.0335
F: 3.9952 0.7474 3.8710
C: 6.3095 0.8036 3.6992
F: 6.2617 2.0280 4.2522
F: 7.3437 0.7871 2.8595
F: 6.4478 -0.0868 4.6763
C: -2.4865 -1.4937 -1.1911
N: -2.8658 -0.0830 -0.8410
C: -2.8204 -0.1873 0.5338
N: -3.6923 0.3857 1.3285
C: -4.7715 1.2510 0.8388
C: -4.2844 2.6635 0.4519
C: -4.1800 2.9566 -1.0610
C: -5.0199 4.1811 -1.5064
C: -4.3051 5.0389 -2.5280
O: -3.5885 6.0655 -1.8149
C: -2.4377 6.4727 -2.4091
C: -1.3169 6.7332 -1.4423
O: -2.3301 6.6162 -3.6048
N: -3.6568 0.1649 2.7230
C: -3.6876 1.1846 3.5206
C: -2.7718 2.3722 3.4869
C: -4.6854 1.1685 4.6284
N: -1.7945 -1.0162 0.8837
C: -1.0502 -0.7988 2.1155
C: 0.4444 -0.8754 1.9965
F: -1.4602 -1.7364 3.0461
H: 1.1884 -5.9189 2.3248
H: -0.0406 -4.8057 2.8747
H: 1.6185 -4.2716 2.9071
H: 0.6848 -5.1094 0.2113
H: 1.5239 -3.6260 0.7266
H: -1.8102 -3.6281 -0.6435
H: -0.1358 -3.3826 -1.0681
H: -0.6174 -0.4651 -2.1156
H: -0.1515 0.2737 -0.5746
H: 1.1447 -2.0962 -1.9521
H: 1.6374 -1.4683 -0.3421
H: -3.2577 -2.1241 -0.7468
H: -2.3856 -1.7125 -2.2464
H: -3.7899 0.0549 -1.2332
H: -5.5442 1.2716 1.5978
H: -5.2362 0.7982 -0.0356
H: -3.2834 2.7665 0.8637
H: -4.8892 3.4433 0.9077
H: -3.1464 3.2139 -1.2842
H: -4.4793 2.1191 -1.6859
H: -5.3346 4.7863 -0.6617
H: -5.9036 3.7927 -2.0129
H: -3.6513 4.4698 -3.1857
H: -5.0364 5.5282 -3.1693
H: -1.6959 6.7117 -0.4251
H: -0.9181 7.7212 -1.6458
H: -0.5594 5.9683 -1.5799
H: -2.5690 2.6324 4.5249
H: -3.2525 3.2498 3.0555
H: -1.8180 2.1702 3.0115
H: -5.1763 2.1406 4.6615
H: -5.4409 0.4207 4.4137
H: -4.2524 0.9477 5.6038
H: -1.3400 0.1597 2.5332
H: 0.8426 -0.7644 3.0028
H: 0.8002 -1.8166 1.6003
H: 0.8080 -0.0133 1.4414
C: 2.1518 7.0005 -4.5901
O: 2.2795 5.9017 -3.6791
C: 3.5361 5.5845 -3.3715
O: 4.5243 6.1265 -3.7816
O: 3.5031 4.5497 -2.5302
C: 4.7886 4.0832 -2.1115
H: 1.0870 7.1418 -4.7494
H: 2.5817 7.9045 -4.1625
H: 2.6324 6.7691 -5.5380
H: 5.3309 4.8622 -1.5783
H: 5.3707 3.7381 -2.9644
H: 4.6079 3.2549 -1.4444
C: -2.9600 -9.0483 1.6384
O: -2.5365 -9.6824 0.4292
C: -1.5830 -9.0334 -0.2294
O: -1.0760 -7.9931 0.1066
O: -1.2848 -9.7298 -1.3215
C: -0.2630 -9.1518 -2.1356
H: -3.7314 -9.6833 2.0625
H: -2.1321 -8.9672 2.3398
H: -3.3747 -8.0638 1.4310
H: 0.6712 -9.0747 -1.5829
H: -0.5686 -8.1717 -2.4973
H: -0.1285 -9.8215 -2.9791


Entry 4:
This record from the Open Molecules 2025 dataset describes a structure of composition C34H49N4O3STl. The level of theory is the ωB97M-V functional and the def2-TZVPD basis.

The energy is -63678.162 eV. The LUMO energy (alpha / beta) is -2.1 / -2.5 eV. As for the HOMO-LUMO gap (alpha / beta): 8.2 / 8.0 eV. For the HOMO energy (alpha / beta), the calculation gives -0.37953 / -0.38451 Eh. For the relative energy (zero: lowest compared OMol25 entry of this formula, charge and spin), the calculation gives 0.019 eV. As for the charge: +1. Its expectation value of S² is 0.75. The spin multiplicity is 2.

Geometry (Å):
Tl: -0.6459 0.0577 -0.7349
N: 0.5170 2.0317 3.5250
C: -0.1860 1.2490 2.6786
O: 0.3568 0.7343 1.7031
C: -1.6551 1.0333 3.0429
C: -2.5907 1.4105 1.9484
H: 1.4997 2.1683 3.3561
H: 0.1170 2.4056 4.3661
H: -1.8714 1.6025 3.9532
H: -1.7458 -0.0262 3.2822
H: -2.6734 2.4455 1.6439
H: -3.2353 0.6820 1.4727
C: 0.5349 -3.4915 -2.2770
C: 1.0565 -3.8323 -0.9072
C: 0.9759 -5.1233 -0.4013
C: 1.4532 -5.4254 0.8649
C: 1.9979 -4.4202 1.6502
C: 2.1031 -3.1163 1.1772
C: 2.7075 -2.0256 2.0267
C: 1.6454 -2.8426 -0.1165
N: 1.7584 -1.5305 -0.6485
C: 2.8638 -1.1169 -1.1071
C: 4.1211 -1.9429 -1.1522
C: 2.9357 0.2950 -1.6608
C: 4.2690 0.7840 -2.1600
N: 1.8705 0.9828 -1.6926
C: 1.8558 2.3092 -2.1946
C: 1.4029 2.5252 -3.4992
C: 0.9792 1.3581 -4.3534
C: 1.3801 3.8280 -3.9843
C: 1.7845 4.8921 -3.1922
C: 2.2007 4.6574 -1.8900
C: 2.2375 3.3693 -1.3688
C: 2.6588 3.1052 0.0544
H: 0.0141 -4.3416 -2.7144
H: 1.3413 -3.1987 -2.9553
H: -0.1651 -2.6553 -2.2167
H: 0.5373 -5.9013 -1.0170
H: 1.3959 -6.4407 1.2387
H: 2.3698 -4.6465 2.6435
H: 2.9198 -2.3969 3.0289
H: 2.0310 -1.1709 2.0970
H: 3.6476 -1.6606 1.6032
H: 3.9316 -2.9554 -0.8061
H: 4.8938 -1.4971 -0.5211
H: 4.5186 -1.9844 -2.1672
H: 5.0252 0.7187 -1.3750
H: 4.1971 1.8145 -2.4959
H: 4.6162 0.1709 -2.9939
H: 0.2433 0.7406 -3.8326
H: 1.8267 0.7097 -4.5914
H: 0.5452 1.7011 -5.2916
H: 1.0478 4.0049 -5.0023
H: 1.7713 5.9009 -3.5871
H: 2.5022 5.4887 -1.2605
H: 2.7446 4.0405 0.6078
H: 3.6323 2.6072 0.0983
H: 1.9354 2.4540 0.5537
O: -1.0730 2.7486 -0.8799
N: -1.3555 3.9754 -1.2049
C: -1.0494 4.9902 -0.3639
C: -1.3492 6.2967 -0.6814
C: -1.9653 6.5926 -1.8868
C: -2.2640 5.5442 -2.7431
C: -1.9522 4.2509 -2.3867
H: -0.5563 4.6839 0.5459
H: -1.0890 7.0767 0.0210
H: -2.2091 7.6131 -2.1514
H: -2.7406 5.7194 -3.6980
H: -2.1509 3.3879 -3.0034
C: -0.9101 -3.6542 4.5093
C: -2.1982 -4.1087 3.8146
C: -2.1052 -4.0836 2.2851
S: -2.1210 -2.3763 1.6802
O: -1.7131 -2.3953 0.2352
C: -3.9481 -2.1218 1.7358
C: -4.5992 -2.2503 0.3631
C: -5.8538 -1.3831 0.2573
H: -1.0738 -3.5034 5.5771
H: -0.5344 -2.7190 4.0872
H: -0.1281 -4.4068 4.3916
H: -3.0392 -3.4895 4.1422
H: -2.4327 -5.1257 4.1289
H: -2.9314 -4.6065 1.7995
H: -1.1620 -4.4984 1.9285
H: -4.0943 -1.1182 2.1441
H: -4.3515 -2.8384 2.4518
H: -4.8532 -3.2935 0.1706
H: -3.8793 -1.9653 -0.4045
H: -6.5777 -1.6285 1.0377
H: -6.3395 -1.5246 -0.7077
H: -5.6022 -0.3238 0.3572


Entry 5:
This record from the Open Molecules 2025 dataset describes a structure of composition C34H49N4P2Rh. The level of theory is the ωB97M-V functional and the def2-TZVPD basis.

The energy is -63599.808 eV. The LUMO energy is -0.5 eV. As for the HOMO-LUMO gap: 5.7 eV. For the HOMO energy, the calculation gives -0.22517 Eh. For the relative energy (zero: lowest compared OMol25 entry of this formula, charge and spin), the calculation gives 0.000 eV. As for the charge: 0.

Geometry (Å):
Rh: -1.0004 0.2210 -1.2269
C: 1.4692 -1.9597 -2.5938
P: 1.2289 -0.5480 -1.4382
C: 1.3812 -1.4749 0.1950
N: 2.1993 -2.4812 0.3131
C: 2.2407 -3.1456 1.5087
C: 3.1145 -4.2623 1.6500
C: 3.1728 -4.9246 2.8353
C: 2.3626 -4.5156 3.9358
C: 1.5165 -3.4590 3.8148
C: 1.4446 -2.7541 2.5792
N: 0.5487 -1.7276 2.4463
C: 0.4943 -1.1118 1.3018
P: -0.9185 0.0891 0.9947
C: -2.2512 -0.8769 1.7774
C: -0.6906 1.4977 2.1754
C: -1.9320 2.3936 2.0596
C: -0.5367 1.0317 3.6207
C: 0.5331 2.3082 1.7653
C: 2.9234 0.2400 -1.5715
C: 4.0726 -0.7644 -1.6842
C: 2.8944 1.1141 -2.8343
C: 3.1538 1.1406 -0.3642
H: 1.8451 -1.5607 -3.5370
H: 0.5034 -2.4194 -2.7932
H: 2.1717 -2.7066 -2.2258
H: 3.7177 -4.5476 0.7994
H: 3.8364 -5.7704 2.9548
H: 2.4264 -5.0593 4.8687
H: 0.8824 -3.1309 4.6263
H: -1.9616 -1.2545 2.7574
H: -2.4993 -1.7080 1.1205
H: -3.1346 -0.2441 1.8672
H: -2.8355 1.9017 2.4221
H: -2.0961 2.7246 1.0412
H: -1.7749 3.2871 2.6692
H: -1.4445 0.5566 3.9933
H: -0.3436 1.9067 4.2463
H: 0.2886 0.3291 3.7519
H: 0.4676 2.6075 0.7207
H: 1.4590 1.7498 1.9148
H: 0.5835 3.2100 2.3807
H: 4.0591 -1.2812 -2.6439
H: 4.0628 -1.5181 -0.8949
H: 5.0164 -0.2158 -1.6251
H: 2.4656 0.6016 -3.6970
H: 3.9168 1.3947 -3.0997
H: 2.3213 2.0282 -2.6764
H: 3.2443 0.5715 0.5637
H: 2.3464 1.8608 -0.2490
H: 4.0851 1.6979 -0.4981
C: 0.0887 3.3707 -2.2696
C: -1.4004 3.5052 -1.9713
C: -2.0742 4.0478 -3.2427
C: -2.0067 2.1368 -1.5696
C: -1.6713 4.4667 -0.8061
C: -2.9866 4.7943 -0.4693
C: -3.2736 5.6131 0.6083
C: -2.2460 6.1362 1.3851
C: -0.9369 5.8277 1.0624
C: -0.6552 5.0025 -0.0221
H: 0.2199 2.6951 -3.1203
H: 0.6334 2.9253 -1.4370
H: 0.5302 4.3342 -2.5244
H: -1.8350 3.4042 -4.0899
H: -1.7206 5.0570 -3.4593
H: -3.1604 4.0759 -3.1534
H: -2.7628 2.2333 -0.7970
H: -3.8014 4.3823 -1.0513
H: -4.3043 5.8443 0.8444
H: -2.4680 6.7805 2.2250
H: -0.1227 6.2269 1.6539
H: 0.3759 4.7767 -0.2480
C: -2.5853 -5.2578 -1.4102
C: -1.3892 -4.5205 -0.8017
C: -0.0752 -4.9755 -1.4422
C: -1.3367 -4.7282 0.7161
C: -1.5540 -3.0695 -1.0498
N: -1.6608 -1.9434 -1.2501
H: -2.4480 -6.3285 -1.2552
H: -2.6639 -5.0672 -2.4796
H: -3.5177 -4.9531 -0.9368
H: 0.0791 -6.0282 -1.2028
H: 0.7720 -4.4028 -1.0614
H: -0.1045 -4.8679 -2.5259
H: -1.2315 -5.7939 0.9205
H: -2.2469 -4.3704 1.1973
H: -0.4857 -4.2071 1.1566
N: -2.5340 0.5152 -3.4890
C: -2.4706 1.3207 -2.6513


> What is the formula in the fifth record?

C34H49N4P2Rh